{
  "formula": "C14H25BIO3P2Tc",
  "method": "the ωB97M-V functional and the def2-TZVPD basis",
  "symbols": ["C", "I", "H", "H", "H", "Tc", "P", "C", "C", "H", "H", "H", "H", "H", "H", "C", "H", "H", "H", "P", "C", "C", "H", "H", "H", "C", "H", "H", "H", "H", "H", "H", "C", "O", "O", "B", "O", "C", "C", "C", "C", "C", "C", "H", "H", "H", "H"],
  "xyz": [[0.493, -2.422, -2.927], [-1.316, -1.665, -3.547], [1.159, -3.054, -3.511], [0.172, -2.845, -1.994], [1.023, -1.537, -2.655], [0.764, 0.255, 0.581], [-0.992, -1.108, 1.212], [-0.756, -1.324, 3.009], [-2.546, -0.153, 1.151], [-3.386, -0.647, 1.670], [-2.327, -3.201, 1.354], [-2.795, -0.006, 0.086], [-1.761, -2.837, -0.313], [-0.773, -0.352, 3.507], [-2.428, 0.863, 1.559], [-1.481, -2.821, 0.750], [-1.545, -1.985, 3.384], [-0.624, -3.507, 0.871], [0.209, -1.819, 3.178], [1.224, 1.607, -1.171], [2.633, 2.556, -0.476], [1.889, 1.385, -2.872], [-0.953, 2.244, -2.042], [0.191, 3.643, -2.141], [-0.546, 3.176, -0.596], [-0.136, 2.781, -1.534], [1.051, 1.077, -3.512], [2.336, 2.327, -3.237], [3.123, 3.115, -1.281], [3.348, 1.837, -0.046], [2.652, 0.592, -2.851], [2.293, 3.244, 0.302], [2.386, -0.347, 1.454], [3.380, -0.723, 1.947], [-0.122, 3.165, 1.614], [0.100, 1.758, 1.891], [-0.156, 1.583, 3.284], [-0.594, 2.769, 3.781], [-0.712, 3.098, 5.120], [-0.599, 4.450, 5.466], [-0.354, 5.429, 4.488], [-0.302, 5.094, 3.129], [-0.486, 3.759, 2.797], [-0.798, 2.293, 5.845], [-0.674, 4.738, 6.512], [-0.133, 6.463, 4.789], [-0.058, 5.794, 2.334]],
  "largest_force_ev_per_a": 6.0,
  "total_energy_ha": -1859.09706,
  "multiplicity": 4,
  "de_lowest_kj_mol": 218.7,
  "orbital_gap_ha": [0.1707, 0.1151],
  "total_charge": 3,
  "s_squared": 3.788
}

{
  "formula": "CH3OP",
  "method": "the ωB97M-V functional and the def2-TZVPD basis",
  "symbols": ["C", "O", "P", "H", "H", "H"],
  "xyz": [[0.036, 0.460, -0.504], [1.023, 1.136, 0.296], [1.530, -0.368, -0.072], [-0.842, 0.300, -0.007], [0.016, 0.825, -1.435], [1.357, -1.030, 1.523]],
  "largest_force_ev_per_a": 3.8,
  "total_energy_ha": -456.40587,
  "de_lowest_kj_mol": 185.2,
  "orbital_gap_ha": 0.3691,
  "total_charge": 0
}

{
  "formula": "C20H44Br2NO6PSi2",
  "method": "the ωB97M-V functional and the def2-TZVPD basis",
  "symbols": ["C", "C", "O", "P", "O", "C", "C", "C", "C", "C", "C", "C", "Br", "C", "C", "O", "Br", "N", "C", "O", "O", "C", "C", "H", "H", "H", "H", "H", "H", "H", "H", "H", "H", "H", "H", "H", "H", "H", "H", "H", "H", "H", "H", "H", "H", "H", "H", "H", "H", "C", "Si", "C", "C", "O", "Si", "C", "C", "C", "H", "H", "H", "H", "H", "H", "H", "H", "H", "H", "H", "H", "H", "H", "H", "H", "H", "H"],
  "xyz": [[5.135, -2.649, 0.151], [4.084, -2.546, -0.949], [3.159, -1.483, -0.558], [2.040, -1.063, -1.612], [2.051, -1.830, -2.861], [2.229, 0.713, -1.825], [3.241, 1.080, -2.922], [4.632, 1.496, -2.437], [4.707, 2.561, -1.303], [3.635, 3.661, -1.371], [3.358, 4.410, -0.058], [2.297, 3.767, 0.837], [2.881, 3.570, 2.686], [6.080, 3.277, -1.384], [6.968, 2.611, -0.344], [7.971, 3.474, 0.038], [7.777, 0.909, -0.962], [6.068, 2.251, 0.742], [4.833, 1.887, 0.087], [4.063, 1.100, 0.587], [0.653, -1.211, -0.820], [0.683, -0.975, 0.603], [-0.733, -0.767, 1.107], [6.132, -2.525, -0.258], [4.971, -1.835, 0.850], [5.050, -3.588, 0.687], [3.515, -3.461, -1.063], [4.525, -2.272, -1.900], [2.455, 1.146, -0.857], [1.241, 1.078, -2.105], [3.366, 0.182, -3.527], [2.816, 1.815, -3.600], [5.206, 0.623, -2.142], [5.146, 1.936, -3.288], [2.689, 3.291, -1.757], [3.980, 4.420, -2.070], [3.016, 5.412, -0.305], [4.275, 4.559, 0.507], [1.985, 2.790, 0.493], [1.414, 4.392, 0.892], [6.028, 4.300, -1.014], [6.569, 3.279, -2.352], [8.556, 2.996, 0.636], [5.991, 3.067, 1.342], [1.139, -1.812, 1.121], [1.264, -0.076, 0.811], [-1.282, -0.133, 0.419], [-1.229, -1.725, 1.235], [-0.665, -0.293, 2.084], [-4.279, -3.137, 1.202], [-5.332, -2.127, 0.030], [-4.746, -0.350, 0.069], [-5.118, -2.793, -1.697], [-6.918, -2.216, 0.466], [-7.914, -1.867, 1.729], [-9.664, -2.335, 1.285], [-7.854, -0.038, 2.118], [-7.396, -2.826, 3.249], [-4.303, -2.723, 2.213], [-3.241, -3.146, 0.865], [-4.631, -4.169, 1.251], [-5.379, 0.283, -0.556], [-3.722, -0.282, -0.303], [-4.764, 0.052, 1.084], [-5.704, -2.218, -2.417], [-5.434, -3.836, -1.760], [-4.069, -2.737, -1.991], [-10.009, -1.783, 0.408], [-10.334, -2.106, 2.116], [-9.744, -3.401, 1.067], [-6.864, 0.260, 2.468], [-8.577, 0.208, 2.898], [-8.093, 0.557, 1.233], [-6.408, -2.516, 3.595], [-7.361, -3.898, 3.042], [-8.106, -2.661, 4.062]],
  "largest_force_ev_per_a": 1.3,
  "total_energy_ha": -7363.28792,
  "de_lowest_kj_mol": 0.0,
  "orbital_gap_ha": 0.3836,
  "total_charge": 0,
  "smiles": "CCOP(=O)(CCC[C@]1(CCCBr)C[C@](O)(Br)NC1=O)OCC.C[Si](C)(C)O[Si](C)(C)C"
}

What did the first record say?
{
  "formula": "C14H25BIO3P2Tc",
  "method": "the ωB97M-V functional and the def2-TZVPD basis",
  "symbols": ["C", "I", "H", "H", "H", "Tc", "P", "C", "C", "H", "H", "H", "H", "H", "H", "C", "H", "H", "H", "P", "C", "C", "H", "H", "H", "C", "H", "H", "H", "H", "H", "H", "C", "O", "O", "B", "O", "C", "C", "C", "C", "C", "C", "H", "H", "H", "H"],
  "xyz": [[0.493, -2.422, -2.927], [-1.316, -1.665, -3.547], [1.159, -3.054, -3.511], [0.172, -2.845, -1.994], [1.023, -1.537, -2.655], [0.764, 0.255, 0.581], [-0.992, -1.108, 1.212], [-0.756, -1.324, 3.009], [-2.546, -0.153, 1.151], [-3.386, -0.647, 1.670], [-2.327, -3.201, 1.354], [-2.795, -0.006, 0.086], [-1.761, -2.837, -0.313], [-0.773, -0.352, 3.507], [-2.428, 0.863, 1.559], [-1.481, -2.821, 0.750], [-1.545, -1.985, 3.384], [-0.624, -3.507, 0.871], [0.209, -1.819, 3.178], [1.224, 1.607, -1.171], [2.633, 2.556, -0.476], [1.889, 1.385, -2.872], [-0.953, 2.244, -2.042], [0.191, 3.643, -2.141], [-0.546, 3.176, -0.596], [-0.136, 2.781, -1.534], [1.051, 1.077, -3.512], [2.336, 2.327, -3.237], [3.123, 3.115, -1.281], [3.348, 1.837, -0.046], [2.652, 0.592, -2.851], [2.293, 3.244, 0.302], [2.386, -0.347, 1.454], [3.380, -0.723, 1.947], [-0.122, 3.165, 1.614], [0.100, 1.758, 1.891], [-0.156, 1.583, 3.284], [-0.594, 2.769, 3.781], [-0.712, 3.098, 5.120], [-0.599, 4.450, 5.466], [-0.354, 5.429, 4.488], [-0.302, 5.094, 3.129], [-0.486, 3.759, 2.797], [-0.798, 2.293, 5.845], [-0.674, 4.738, 6.512], [-0.133, 6.463, 4.789], [-0.058, 5.794, 2.334]],
  "largest_force_ev_per_a": 6.0,
  "total_energy_ha": -1859.09706,
  "multiplicity": 4,
  "de_lowest_kj_mol": 218.7,
  "orbital_gap_ha": [0.1707, 0.1151],
  "total_charge": 3,
  "s_squared": 3.788
}